# C11H22Cl22

A 11-piece molecular cluster, C11H22Cl22 overall (ωB97M-V/def2-TZVPD, OMol25).

- Net charge: 0
- Orbital gap: 0.4043 Eh
- Energy above the lowest of the compared OMol25 structures with the same formula, charge and spin: 0.2303 eV

Geometry as XYZ:
```
55
Properties=species:S:1:pos:R:3:lowdin_charge:R:1
Cl -16.996 -8.804 7.027 0.497
Cl -11.521 -11.367 3.178 0.492
Cl -15.602 -18.453 3.848 0.498
Cl -18.495 -17.390 0.060 0.505
Cl -20.235 -17.762 5.418 0.516
Cl -18.497 -12.804 2.101 0.626
Cl -13.712 -13.946 6.879 0.527
Cl -16.248 -16.022 2.369 0.495
Cl -13.412 -13.354 2.229 0.470
Cl -18.473 -12.287 7.035 0.514
Cl -14.689 -11.118 6.882 0.461
Cl -17.235 -15.660 5.795 0.532
Cl -19.629 -15.768 3.508 0.531
Cl -20.708 -15.651 -0.325 0.526
Cl -16.589 -11.680 3.999 0.583
Cl -18.023 -8.262 1.756 0.517
Cl -22.327 -12.450 1.849 0.491
Cl -19.361 -9.177 5.169 0.462
Cl -20.642 -9.130 0.603 0.480
Cl -17.336 -15.416 8.700 0.527
Cl -21.268 -11.343 7.662 0.493
Cl -21.571 -12.917 4.657 0.529
C -16.838 -16.432 7.347 -0.978
C -19.446 -17.456 3.862 -1.040
C -19.548 -11.302 8.121 -0.952
C -19.005 -15.682 0.077 -1.072
C -17.589 -8.669 5.349 -0.946
C -15.114 -12.891 7.013 -1.043
C -15.595 -17.683 2.230 -0.941
C -17.902 -12.872 3.721 -1.029
C -18.846 -9.392 0.674 -0.987
C -13.256 -11.781 3.064 -1.034
C -21.653 -11.768 3.355 -1.058
H -17.445 -13.842 3.917 -0.064
H -18.530 -10.406 0.920 -0.033
H -18.753 -15.145 0.991 -0.091
H -19.528 -11.739 9.119 0.023
H -20.659 -11.355 3.183 -0.028
H -13.906 -11.026 2.622 0.022
H -19.147 -10.291 8.200 -0.010
H -19.936 -18.018 3.067 0.031
H -16.255 -18.257 1.580 -0.008
H -15.836 -13.213 6.262 -0.063
H -13.671 -11.878 4.068 -0.036
H -17.015 -9.310 4.680 -0.063
H -15.541 -13.131 7.987 -0.008
H -14.568 -17.653 1.866 0.035
H -15.784 -16.673 7.480 0.031
H -18.407 -15.171 -0.678 0.032
H -17.397 -7.634 5.064 0.025
H -18.406 -17.778 3.924 -0.023
H -17.317 -17.401 7.492 0.030
H -18.701 -12.682 4.438 -0.045
H -22.353 -10.999 3.681 0.028
H -18.485 -9.251 -0.345 0.024
```



# C19H14AlCl5N2O2S

C19H14AlCl5N2O2S as an isolated structure (ωB97M-V/def2-TZVPD, OMol25).

- Net charge: +2
- Orbital gap: 0.3035 Eh

Geometry as XYZ:
```
44
Properties=species:S:1:pos:R:3:lowdin_charge:R:1
Cl 0.046 7.197 1.309 0.799
Cl -1.552 4.396 1.312 0.753
Cl 2.906 7.441 -0.073 0.753
Cl 4.329 4.766 -0.912 0.733
Cl 2.516 2.015 -1.129 0.845
S 0.135 -1.054 1.524 1.268
Al 0.217 1.663 -0.332 0.204
O 0.252 0.111 0.423 -0.412
O -0.808 1.634 -1.782 0.047
N -2.721 0.463 -2.279 0.244
N -2.791 2.480 -1.052 0.223
C 0.807 5.804 0.789 -0.692
C 1.788 -2.099 -0.523 -0.063
C 2.891 -2.814 -0.945 -0.043
C 0.100 4.579 0.807 -0.653
C 1.964 3.536 -0.236 -0.517
C -1.598 -2.079 -0.381 -0.078
C 3.586 -3.629 -0.031 -0.037
C 2.068 -2.957 1.745 -0.055
C 0.661 3.462 0.238 -0.251
C 2.108 5.930 0.197 -0.643
C -2.094 1.517 -1.695 -0.473
C -3.217 -3.700 0.255 -0.035
C 2.708 4.726 -0.289 -0.648
C -1.800 -2.775 1.956 -0.059
C -1.242 -2.004 0.969 -0.387
C 3.161 -3.743 1.278 -0.033
C -2.652 -2.868 -0.696 -0.061
C 1.433 -2.083 0.872 -0.363
C -2.778 -3.680 1.561 -0.026
H 3.660 -4.444 1.972 0.133
H -3.187 -4.436 2.234 0.134
H -2.143 -0.283 -2.682 0.144
H 1.251 -1.453 -1.244 0.108
H -3.732 2.343 -0.706 0.145
H -1.022 -1.592 -1.130 0.086
H -3.720 0.455 -2.326 0.134
H -3.982 -4.409 -0.037 0.129
H -3.130 -2.914 -1.665 0.121
H -2.252 3.269 -0.653 0.059
H -1.459 -2.658 2.946 0.109
H 3.059 -2.871 -2.013 0.122
H 4.461 -4.163 -0.356 0.119
H 1.774 -3.080 2.781 0.119
```



# C20H38CuO12S4

C20H38CuO12S4 as an isolated structure (ωB97M-V/def2-TZVPD, OMol25).

- Net charge: 0
- Orbital gap (spin up / spin down): 0.1430 / 0.0827 Eh
- Energy above the lowest of the compared OMol25 structures with the same formula, charge and spin: 7.2390 eV
- Spin multiplicity: 2

Geometry as XYZ:
```
75
Properties=species:S:1:pos:R:3:lowdin_spin:R:1
Cu 0.343 -1.695 -0.327 -0.002
S -2.065 0.776 4.452 0.000
S -5.000 0.561 -2.467 0.000
S 1.690 4.108 -0.845 0.000
S 5.865 -1.443 1.379 0.000
O -4.049 0.050 -1.476 0.000
O 0.464 4.882 -0.527 0.000
O 4.419 -1.420 1.060 0.000
O 2.135 -1.783 -3.869 0.442
O -1.344 1.639 5.359 0.000
O -1.471 0.191 3.213 0.000
O -4.523 1.528 -3.449 0.000
O 0.216 -5.214 1.505 -0.001
O -1.803 -4.667 1.331 0.000
O 0.087 -2.116 -4.242 0.509
O 1.647 2.693 -1.052 0.000
O 6.323 -1.015 2.705 0.000
C -2.794 -0.661 5.475 0.000
C 3.990 5.397 -0.185 0.000
C -4.294 -0.331 5.460 0.000
C 7.838 -2.688 0.022 0.000
C -1.314 -6.459 2.798 0.000
C -4.672 0.370 4.195 0.000
C 1.213 -1.893 -4.663 0.027
C 1.546 -1.885 -6.158 0.015
C 2.704 5.014 -2.263 0.000
C -7.407 -0.319 -3.576 0.000
C 2.911 4.481 0.520 0.000
C 3.407 6.095 -1.381 0.000
C 7.348 -1.554 -0.897 0.000
C 6.722 -0.483 0.035 0.000
C -6.553 1.071 -1.586 0.000
C -0.943 -5.372 1.847 0.000
C -7.523 1.019 -2.743 0.000
C -3.654 1.558 4.035 0.000
C -5.967 -0.810 -3.362 0.000
C 6.619 -3.101 0.927 0.000
H 8.687 -2.332 0.605 0.000
H -6.387 2.018 -1.072 0.000
H -2.468 -1.521 4.890 0.000
H -2.169 -0.728 6.366 0.000
H 0.715 -1.630 -6.815 0.005
H 3.476 4.368 -2.681 0.000
H -4.597 0.238 6.338 0.000
H -4.687 -0.365 3.391 0.000
H 2.391 -1.217 -6.328 0.006
H 3.341 3.549 0.888 0.000
H -8.049 -1.121 -3.211 0.000
H 2.618 6.790 -1.092 0.000
H -7.618 -0.137 -4.630 0.000
H 2.459 4.889 1.424 0.000
H 8.332 -3.553 -0.422 0.000
H -5.646 0.859 4.208 0.000
H -4.804 -1.294 5.418 0.000
H -0.450 -7.003 3.182 0.000
H -1.909 -7.252 2.345 0.000
H -3.784 2.350 4.772 0.000
H -8.525 1.227 -2.366 0.000
H -7.312 1.910 -3.334 0.000
H 4.099 6.731 -1.933 0.000
H 1.791 -2.910 -6.435 -0.001
H 8.100 -1.124 -1.558 0.000
H 6.720 -3.575 1.903 0.000
H -5.987 -1.591 -2.602 0.000
H 4.238 6.163 0.549 0.000
H -6.779 0.291 -0.860 0.000
H 2.054 5.273 -3.098 0.000
H -5.359 -1.234 -4.161 0.000
H 7.613 -0.114 0.543 0.000
H -1.873 -5.982 3.602 0.000
H -3.650 2.015 3.046 0.000
H 6.163 0.253 -0.543 0.000
H 4.797 4.703 -0.419 0.000
H 6.582 -1.940 -1.570 0.000
H 5.764 -3.532 0.407 0.000
```



# C3H9N3O

A 2-piece molecular cluster, C3H9N3O overall (ωB97M-V/def2-TZVPD, OMol25).

- Net charge: 0
- Orbital gap: 0.3426 Eh
- Energy above the lowest of the compared OMol25 structures with the same formula, charge and spin: 2.1111 eV

Geometry as XYZ:
```
16
Properties=species:S:1:pos:R:3:lowdin_charge:R:1
O -0.466 0.787 0.894 -0.013
N -2.193 1.921 -0.048 0.157
N 1.924 -1.721 -1.268 -0.068
N -2.793 0.363 1.617 0.132
C -1.717 0.942 0.783 -0.527
C 1.917 -0.271 -1.041 -0.138
C 1.269 -2.603 -0.661 -0.069
H 0.677 -2.346 0.172 0.054
H 2.601 0.029 -0.303 0.059
H 2.158 0.460 -1.817 0.069
H -2.747 -0.535 1.954 0.043
H 1.377 -3.593 -0.986 0.044
H -1.446 2.371 -0.464 0.081
H -3.602 0.392 0.983 0.085
H -3.000 2.372 0.206 0.068
H 1.005 0.190 -0.747 0.024
```



# C22H36O2OsP2

C22H36O2OsP2 as an isolated structure (ωB97M-V/def2-TZVPD, OMol25).

- Net charge: +2
- Orbital gap (spin up / spin down): 0.1782 / 0.1988 Eh
- Energy above the lowest of the compared OMol25 structures with the same formula, charge and spin: 2.9659 eV
- Spin multiplicity: 5

Geometry as XYZ:
```
63
Properties=species:S:1:pos:R:3:lowdin_spin:R:1
Os -1.794 1.296 -1.091 1.502
P 1.142 -2.358 -1.959 0.013
P -0.019 0.721 -2.676 0.044
O -1.486 2.180 0.857 -0.010
O -2.853 0.468 1.391 0.094
C -2.144 1.447 1.715 0.005
C 0.898 -1.830 -3.740 0.002
C -2.063 0.873 5.489 0.000
C 1.577 -1.208 2.668 0.747
C 2.992 -2.204 -2.078 0.003
C -0.784 2.870 4.986 0.000
C -1.200 1.900 5.899 0.000
C 2.568 -0.081 0.705 0.109
C 0.201 -1.166 -0.579 0.033
C 1.576 0.935 0.251 0.065
C 1.259 -4.212 -1.746 0.003
C 0.196 -1.472 2.085 0.113
C 1.128 -0.284 -3.861 0.000
C -2.436 0.762 4.148 0.001
C -3.397 2.422 -1.351 0.057
C 0.000 2.435 -3.188 0.058
C 2.258 -0.173 2.151 0.714
C -1.951 1.696 3.203 0.003
C -1.168 2.764 3.642 0.001
C 0.404 -2.058 0.674 0.043
C 0.654 0.296 -0.730 0.104
C -1.687 0.123 -2.867 0.017
H 1.404 -2.569 0.622 0.011
H -1.809 -0.948 -2.730 0.003
H -0.101 1.350 -0.710 0.013
H 2.466 -1.019 0.108 0.002
H -0.357 -0.541 2.089 0.018
H 0.284 -4.628 -1.997 0.000
H -2.438 0.146 6.213 0.000
H 3.575 0.208 0.401 0.012
H -0.830 2.969 -2.687 0.016
H -0.898 -1.121 -0.743 0.013
H -3.101 -0.031 3.807 0.000
H 1.879 1.913 -0.089 0.002
H -3.385 3.457 -0.944 0.010
H 1.518 -2.432 -4.449 0.000
H 1.055 0.040 -4.926 0.000
H 0.933 1.189 1.100 0.014
H -3.791 2.441 -2.382 0.007
H 1.994 -4.708 -2.406 0.001
H 3.317 -1.298 -2.633 0.000
H 2.171 -0.027 -3.617 0.000
H 1.503 -4.551 -0.727 0.000
H -2.618 0.669 -2.355 0.011
H -1.925 0.435 -3.885 0.002
H 3.310 -3.075 -2.697 0.001
H -0.117 2.461 -4.277 0.006
H 2.721 0.530 2.769 0.047
H -0.148 -2.080 -3.941 0.000
H -4.214 1.887 -0.799 0.032
H -0.287 -2.919 0.514 0.003
H 1.826 -1.574 3.654 0.050
H -0.161 3.713 5.302 0.000
H 0.958 2.890 -2.901 0.002
H -0.478 -2.177 2.613 0.002
H -0.899 1.987 6.944 0.000
H -0.839 3.511 2.923 0.000
H 3.609 -2.240 -1.158 0.001
```



# C11H22N2O3S

One molecule with the formula C11H22N2O3S (ωB97M-V/def2-TZVPD, OMol25).

- Net charge: 0
- Orbital gap: 0.3323 Eh
- Energy above the lowest of the compared OMol25 structures with the same formula, charge and spin: 6.8363 eV

Geometry as XYZ:
```
39
Properties=species:S:1:pos:R:3:lowdin_charge:R:1
S 5.305 -0.971 0.881 0.742
O -3.228 -2.461 -1.089 0.051
O -1.411 -3.310 -0.335 0.155
O 0.637 -1.381 0.793 -0.012
N 1.070 1.410 -1.295 0.003
N -0.638 -0.300 -0.574 0.099
C -2.996 -0.151 0.121 -0.365
C -3.884 2.420 0.468 -0.147
C 6.020 0.272 -0.321 -0.453
C -3.888 -0.765 1.301 -0.064
C 1.685 0.176 -0.711 -0.380
C -2.775 1.403 0.412 -0.257
C 2.929 0.354 0.022 -0.225
C 3.586 -1.095 0.264 -0.485
C -2.170 -2.288 -0.476 -0.493
C 0.539 -0.505 -0.114 -0.477
C -1.764 -0.883 0.111 -0.285
H 7.023 0.754 0.112 0.063
H -0.987 -1.205 1.075 0.199
H -4.691 2.209 -0.304 0.087
H -0.834 0.253 -1.479 0.203
H -2.103 1.612 -0.426 0.066
H 3.671 -1.299 -0.864 0.082
H 5.263 1.123 -0.482 0.007
H -4.238 -1.759 0.983 0.046
H -1.959 1.482 1.314 0.163
H 0.589 2.088 -0.630 0.107
H -4.781 -0.110 1.952 0.134
H -4.322 2.391 1.526 0.075
H 1.772 2.064 -1.855 0.133
H 2.734 1.008 0.903 0.137
H 3.049 -2.041 0.561 0.093
H -2.969 -0.866 2.242 0.147
H -3.609 3.577 0.323 0.107
H 6.331 -0.009 -1.474 0.086
H -0.669 -3.028 0.317 0.156
H 3.467 1.024 -0.766 0.115
H -3.538 -0.587 -0.878 0.183
H 1.784 -0.606 -1.606 0.204
```